88
Properties=species:S:1:pos:R:3 method="wB97M-V/def2-TZVPD" spin_multiplicity=3 e_lumo_ev="-2.973 / -3.369" charge=+1 total_energy_ev=-84530.951 s2=2.021 relative_energy_ev=1.830
W 0.07 -0.22 -0.38
C 4.26 1.60 -1.05
C 2.77 1.55 -0.97
O 2.27 0.61 -0.33
C 1.95 2.60 -1.58
C 2.58 3.69 -2.21
C 1.86 4.75 -2.71
C 0.47 4.75 -2.57
C -0.18 3.70 -1.96
C 0.54 2.61 -1.47
O -0.16 1.61 -0.93
H 4.68 0.72 -0.56
H 4.64 2.50 -0.56
H 4.60 1.63 -2.09
H 3.66 3.70 -2.30
H 2.36 5.57 -3.19
H -0.11 5.58 -2.95
H -1.26 3.68 -1.86
C 0.25 3.87 3.73
C -0.76 4.25 2.65
S -1.86 2.99 1.91
C -1.96 1.69 3.16
C -0.82 0.64 3.18
S 0.45 0.95 1.94
C 1.98 0.69 2.87
C 2.22 1.84 3.85
S 1.96 3.50 3.18
H -0.09 3.05 4.35
H 0.35 4.73 4.39
H -0.25 4.70 1.79
H -1.42 5.01 3.07
H -2.91 1.18 2.94
H -2.09 2.13 4.14
H -1.21 -0.36 3.05
H -0.31 0.66 4.14
H 2.76 0.66 2.11
H 1.96 -0.27 3.38
H 3.26 1.79 4.17
H 1.61 1.73 4.75
O 4.75 -6.36 2.02
C 4.28 -5.17 2.42
O 4.49 -4.79 3.54
C 3.51 -4.35 1.43
C 3.10 -3.09 1.85
C 2.38 -2.26 1.01
C 2.04 -2.67 -0.29
C 2.43 -3.95 -0.70
C 3.16 -4.76 0.15
N 1.29 -1.81 -1.10
C 1.22 -2.04 -2.43
C 0.25 -1.36 -3.17
C 0.01 -1.51 -4.55
C -1.01 -0.82 -5.14
C -1.81 0.04 -4.36
C -1.52 0.17 -3.02
N -0.52 -0.50 -2.43
H 4.54 -6.53 1.10
H 3.37 -2.77 2.85
H 2.11 -1.27 1.34
H 2.14 -4.33 -1.66
H 3.42 -5.75 -0.22
H 1.90 -2.72 -2.91
H 0.64 -2.19 -5.12
H -1.21 -0.94 -6.19
H -2.63 0.58 -4.79
H -2.10 0.83 -2.39
C -2.62 -3.28 -0.28
C -2.69 -1.87 0.31
C -3.17 -1.95 1.77
C -1.32 -1.27 0.20
C -3.62 -0.93 -0.48
C -3.65 0.42 -0.16
C -4.46 1.31 -0.85
C -5.26 0.85 -1.88
C -5.25 -0.49 -2.21
C -4.44 -1.38 -1.51
H -1.90 -3.87 0.28
H -2.30 -3.26 -1.33
H -3.59 -3.78 -0.22
H -2.51 -2.60 2.35
H -4.17 -2.37 1.80
H -3.20 -0.96 2.23
H -0.51 -1.75 0.85
H -3.01 0.80 0.63
H -4.45 2.36 -0.58
H -5.90 1.54 -2.43
H -5.88 -0.86 -3.01
H -4.44 -2.43 -1.79